Record 1
ORCA calculation (ωB97M-V/def2-TZVPD) on a molecular structure, C20H41EuN2P3S.

```
68
Properties=species:S:1:pos:R:3:forces:R:3:mulliken_spin:R:1
H 3.5667 1.0197 2.7641 -0.06 0.10 -0.27 -0.001
H 0.4188 1.0277 3.3946 -0.11 -0.43 -0.01 -0.020
H 1.1962 2.0924 -0.2902 0.42 -0.38 -0.19 -0.023
H -2.4699 5.3390 0.5354 -0.55 0.58 -0.36 -0.001
C 3.2370 1.4721 1.8181 -0.12 0.08 0.33 0.027
C -1.7195 5.1253 1.2478 2.48 -0.33 2.10 -0.002
H -1.0361 0.1339 2.8175 0.62 -0.25 0.35 -0.099
P 2.3879 0.2787 0.7672 0.36 -0.24 -0.15 -0.020
C -2.6700 -1.0354 -1.4118 -0.44 3.15 0.80 -0.046
H -0.3344 -1.5142 0.0871 0.06 -0.15 0.14 0.015
C 1.7296 -2.3626 -3.2638 -0.24 0.24 -0.05 0.001
H 2.5178 -5.2220 -2.4601 0.01 0.17 0.29 0.000
N -0.2261 4.9736 2.9001 -0.55 0.05 -0.51 0.001
H 1.1026 -1.4901 -3.4924 0.26 -0.10 -0.14 0.000
H 2.0676 -2.8187 -4.2042 0.09 0.26 0.28 0.000
C 2.0601 -4.6377 -1.6502 -0.20 -0.13 0.14 0.001
H -0.0749 -5.6316 -3.3292 -0.01 0.26 -0.13 0.000
H -3.3014 3.7864 -1.0940 -0.54 -0.41 -0.30 0.012
H 0.3667 5.1851 3.7017 -0.34 0.09 -0.24 0.000
H 2.8266 -4.0285 -1.1516 -0.09 -0.20 -0.11 0.000
P 0.7131 -3.5623 -2.3012 0.51 -0.25 -0.22 0.004
H 0.8725 0.5375 -1.0964 0.28 0.00 -0.02 -0.115
N -1.0262 3.9246 1.1416 0.19 0.08 1.14 -0.007
H 0.5189 2.9999 2.4010 -0.21 0.27 -0.15 0.041
C 0.0008 0.0275 3.2020 -0.36 0.43 0.56 0.161
H 2.3941 -2.8530 2.4909 -0.10 0.32 0.06 -0.001
S -2.9240 -2.6416 -1.5880 -2.26 -4.30 -0.50 0.007
H 4.2593 -0.3266 -0.6068 -0.15 -0.13 0.18 0.004
C -4.0123 2.1497 0.0629 -2.99 -3.14 1.83 0.043
H 2.4624 1.3543 -1.3698 -0.33 -0.05 0.27 0.004
H -3.9482 2.7821 1.0056 -0.39 -0.69 -0.90 0.002
H -1.4245 -0.9482 -3.1371 -0.16 0.28 0.59 0.030
H -1.7183 -3.1238 -1.6505 1.55 -0.15 -0.46 -0.002
H -0.8305 -4.1915 -4.0634 0.23 -0.23 -0.07 0.000
H 4.1276 1.8260 1.2791 -0.24 -0.05 0.08 -0.001
H -0.6563 1.3893 -2.9425 -0.42 -0.98 0.69 0.009
H 4.2815 -1.2547 0.9167 -0.23 0.16 -0.15 0.000
H -5.0810 1.9054 -0.2039 0.70 0.75 1.28 -0.001
C 2.0663 -1.9651 3.0496 0.26 -0.03 0.11 0.051
Eu -1.7214 1.7202 0.7149 3.68 -0.09 0.39 4.795
C -1.5249 1.0387 -2.3187 0.68 1.04 -0.03 0.008
C -1.8530 -0.3527 -2.3151 -0.12 1.23 -0.48 0.155
H -3.3119 0.6964 1.6112 -2.15 -1.59 -1.88 0.030
H 2.9564 -1.4316 3.4149 -0.29 -0.11 -0.04 0.000
H -3.8083 -1.4231 0.4225 0.80 0.28 -0.81 0.010
C -0.0161 -2.0013 1.0174 -0.05 -0.17 -0.32 -0.068
P 0.9949 -0.8990 2.0228 -0.02 -0.31 -0.34 0.280
C -3.5341 0.5997 0.3893 -0.92 2.61 2.20 0.055
H -0.0155 -0.5303 4.1547 -0.15 0.21 -0.18 0.013
H 2.5771 2.3256 2.0296 0.31 -0.24 -0.09 -0.012
C -1.1968 5.8196 2.3466 0.39 -3.04 -1.69 0.000
H 1.4878 -2.3009 3.9232 0.15 0.05 -0.27 0.003
H 2.5954 -2.0284 -2.6770 -0.14 -0.05 -0.19 0.001
H -0.9150 -2.2786 1.5859 0.20 0.10 -0.01 0.011
H 0.8553 -4.6288 -4.4986 -0.23 -0.12 0.23 0.000
C 1.6610 1.1479 -0.6340 -0.36 0.18 -0.06 0.233
H 1.6227 -5.3227 -0.9102 0.26 0.04 -0.22 0.000
H 3.1686 -1.7268 -0.3988 0.03 0.33 0.13 -0.010
C -0.1626 3.8176 2.1814 -1.14 2.26 -0.61 0.008
C 0.1131 -4.6114 -3.6891 -0.32 0.12 0.13 0.000
C -3.4622 2.6975 -1.1460 2.07 -0.26 -3.91 -0.036
H -1.3680 3.0366 -1.1968 -0.11 -1.53 -2.66 0.006
C 3.6331 -0.8713 0.1158 0.15 -0.22 -0.04 0.054
H -1.4340 6.7665 2.6987 -0.20 1.41 0.81 0.000
H -4.1333 2.4160 -1.9945 0.45 0.67 0.53 0.010
H 0.5270 -2.9265 0.7636 -0.11 0.38 0.09 0.006
C -3.4259 -0.6181 -0.2518 0.32 -0.04 0.93 0.222
C -2.0298 2.1466 -1.6377 -0.16 2.22 2.13 0.153
```
Positions in Å, forces in eV/Å.

LUMO (alpha / beta) = -9.25 / -9.27 eV
Net charge = +3
2S+1 = 7
⟨S²⟩ = 12.0475
Relative energy (zero: lowest compared OMol25 entry of this formula, charge and spin) = 469.9 kJ/mol
Orbital gap (alpha / beta) = 4.85 / 6.33 eV
HOMO (alpha / beta) = -0.518 / -0.573 Ha
DFT total energy = -82379.5967 eV

=====

Record 2
ORCA calculation (ωB97M-V/def2-TZVPD) on 3 unconnected molecules or ions with the total composition C20H41N5O7.

```
73
Properties=species:S:1:pos:R:3:forces:R:3:lowdin_charge:R:1
N -2.2937 2.5881 -1.6563 0.78 0.04 0.68 0.099
H 0.4868 5.6449 1.9249 0.01 -0.02 0.01 0.111
H 5.4984 2.5084 6.3931 -0.06 0.02 0.00 0.092
H 2.2471 2.8523 2.4970 0.01 0.00 0.00 0.093
H -1.6782 -0.9828 -3.1854 0.02 0.01 0.01 0.086
H -4.0736 -3.3836 -0.5319 -0.07 -0.02 0.21 0.083
O -0.3739 2.4920 -2.9155 0.14 0.13 -0.12 0.070
H -3.7430 -4.8973 -4.6305 0.02 -0.01 0.01 0.087
H 4.1947 1.3283 6.5474 0.00 -0.01 0.00 0.098
H -0.8396 5.5255 0.7852 -0.01 -0.01 0.01 0.120
N -3.6291 -0.0022 -1.9180 0.09 -0.06 -0.21 0.105
O 4.3819 2.7977 4.1252 0.07 -0.01 0.04 0.095
C 0.0079 -2.5436 -4.9055 -0.08 0.19 -0.24 -0.150
H -3.3205 -0.1639 0.8899 0.01 -0.05 0.03 0.124
H 6.3509 -0.3936 4.6695 -0.01 0.02 0.01 0.111
H 5.8434 0.7812 6.2187 -0.03 -0.03 0.00 0.070
H 1.7360 3.2481 4.1303 0.02 -0.08 -0.02 0.085
H 4.9232 -2.4293 4.9774 0.00 0.00 -0.01 0.082
H 0.9153 -2.5936 -5.5027 0.01 -0.04 0.00 0.128
C 0.0390 5.0045 1.1644 0.08 0.01 -0.08 -0.234
N -1.7987 -2.7671 -0.7225 -0.15 -0.20 0.01 0.111
C 5.1177 1.5631 6.0163 0.15 0.03 -0.03 0.016
O -0.4894 3.8125 1.7609 -0.13 0.04 0.01 -0.021
H -0.4912 -1.6036 -5.1330 -0.08 -0.04 0.02 0.112
H -0.3199 0.5361 -0.9981 -0.13 -0.22 0.15 0.159
H -1.9575 -2.4938 -1.6849 0.06 0.10 0.07 0.054
H -3.8413 1.9086 -0.4078 0.05 0.05 0.27 0.124
H -2.2083 1.9771 0.3811 -0.09 0.06 0.04 0.118
O -2.6892 -2.5669 -4.7800 -0.02 0.06 0.28 0.105
H -4.7570 -2.1717 0.3441 0.00 0.06 -0.04 0.086
H 1.8837 4.1706 0.3947 0.01 0.03 0.01 0.073
H -3.5170 0.4314 -2.8265 -0.03 0.04 0.03 0.091
C -1.1922 1.9619 -2.2012 -0.04 -0.19 -0.01 -0.467
C 4.4619 -1.4622 4.7750 -0.06 0.05 0.01 -0.063
H -3.7720 -0.9970 -2.0360 -0.05 0.01 0.12 0.050
N -4.0476 -2.3868 -0.3451 0.11 -0.09 -0.27 0.079
C -2.7162 -4.9633 -4.9767 -0.02 0.00 -0.22 0.024
C -1.1407 0.5036 -1.7255 -0.34 0.31 -0.70 -0.144
H -0.8358 -2.5842 -0.4741 -0.06 0.08 -0.05 0.067
H -2.1226 -5.6053 -4.3273 -0.03 0.02 0.04 0.090
H 3.5863 -1.6188 4.1454 0.01 -0.01 0.00 0.084
O -0.4304 2.2076 3.2469 0.03 0.01 -0.02 0.094
H 1.2431 -3.2291 -3.2892 -0.04 -0.06 0.04 0.115
C 1.5748 3.4788 3.0820 -0.14 0.14 0.14 0.005
H 1.3306 5.6287 -0.4352 -0.01 0.01 0.00 0.085
H 5.7628 -0.9866 3.1292 -0.02 0.01 0.00 0.123
O 4.8617 0.7029 3.7095 0.09 0.05 -0.02 0.000
H 1.8385 4.5183 2.9109 0.03 -0.01 -0.05 0.076
O -0.8035 -3.6393 -5.3724 0.03 -0.24 0.35 -0.016
H 0.4532 -1.5941 -1.5924 0.13 0.08 -0.04 0.088
H 1.3288 -0.8542 -2.9069 -0.03 0.05 0.01 0.121
H 4.1248 -1.0402 5.7218 0.03 -0.01 0.01 0.069
C -2.5243 -0.5494 0.2399 -0.29 -0.08 -0.11 -0.073
C 1.0021 4.7014 0.0353 -0.02 -0.09 0.02 -0.051
H -2.8458 -1.9895 2.1989 -0.10 -0.08 -0.01 0.069
H -2.6920 -5.4046 -5.9744 0.01 0.01 0.02 0.092
C -0.7912 -0.4084 -2.9045 0.13 -0.33 0.12 -0.154
N -2.5276 -2.6601 1.5036 0.16 0.17 0.03 0.072
H -1.5828 -0.3632 0.7636 -0.02 0.01 0.02 0.123
H -0.5491 0.2109 -3.7682 -0.06 0.08 0.01 0.115
C -2.5328 0.3231 -1.0260 0.33 0.28 0.40 -0.453
C -2.7233 -2.0790 0.1597 0.14 -0.01 0.18 -0.675
H 0.5233 4.0831 -0.7259 0.01 0.02 -0.02 0.065
H -2.0693 3.5495 -1.4283 -0.40 0.13 -0.30 0.134
C -2.1084 -3.5922 -5.0192 0.15 -0.02 -0.25 -0.542
H -0.4627 -3.3279 -2.9637 -0.07 0.12 -0.05 0.100
C 0.3908 -1.3583 -2.6581 0.00 -0.05 0.07 -0.188
C 5.4493 -0.5522 4.0769 -0.01 -0.07 0.02 -0.235
C 0.1527 3.1263 2.7349 0.03 -0.12 -0.14 -0.523
H -1.5330 -2.7612 1.6873 -0.03 -0.11 -0.04 0.066
C 4.7812 1.7497 4.5564 -0.13 -0.04 -0.03 -0.517
C -2.7697 1.7719 -0.5356 -0.27 -0.12 -0.36 -0.125
C 0.3020 -2.6880 -3.4129 0.19 0.01 -0.07 -0.162
```
Positions in Å, forces in eV/Å.

LUMO = 0.42 eV
Relative energy (zero: lowest compared OMol25 entry of this formula, charge and spin) = 0.0 kJ/mol
SMILES = CC(=O)OCCCC[C@H]1C(=O)NC[C@]1(N)CC(N)(N)N.CCOC(C)=O.CCOC(C)=O
Orbital gap = 9.27 eV
HOMO = -0.325 Ha
DFT total energy = -43189.5287 eV

=====

Record 3
ORCA calculation (ωB97M-V/def2-TZVPD) on a molecular structure, C20H41O19V.

```
81
Properties=species:S:1:pos:R:3:forces:R:3:mulliken_spin:R:1
H -3.4082 -7.6880 12.6964 0.15 -0.92 0.22 0.002
H -4.7249 -0.5858 10.7562 0.22 0.14 -0.18 0.000
O -4.2710 -9.6448 7.9968 -0.29 0.72 -0.21 0.000
H -8.2229 -3.8013 17.4850 0.01 -0.46 -0.91 0.001
O -9.6805 -7.3548 13.2791 0.73 -0.24 1.40 -0.003
V -8.0278 -6.5241 14.5259 1.23 0.77 -3.79 2.971
H -5.0204 -2.0919 9.8988 0.64 0.03 -0.69 0.000
H 0.5999 -0.8745 11.7671 -0.64 0.37 0.02 0.000
H -1.0474 -11.2200 9.1772 -0.28 0.46 0.63 0.000
O -8.6416 -4.4448 14.9039 -0.33 -1.31 0.20 0.014
O -0.9342 -1.0003 10.2301 1.01 0.11 0.07 0.000
H -1.3367 -3.7856 13.8159 -0.21 -0.01 -0.36 0.000
C -1.9762 -1.4409 10.8981 -1.12 0.31 -0.12 0.000
C -4.4174 -7.8165 13.0825 0.13 1.32 0.07 0.003
H -5.7833 -8.2194 9.7760 0.21 -0.04 0.06 0.000
H -10.1346 -2.1696 12.2020 -0.20 0.12 0.42 0.000
H -4.2708 -2.1207 11.4608 -0.02 0.09 0.01 0.000
H -7.8783 -2.1824 17.7870 -0.17 0.37 -0.44 0.000
H -7.0045 -3.2109 11.9249 0.13 -0.13 0.31 0.001
C -7.7189 -2.9516 17.0302 0.49 0.97 0.77 -0.001
C -4.0986 -10.1486 9.0629 -0.10 -0.91 0.93 0.000
H -9.5817 -8.1331 9.6560 -0.13 0.24 0.06 0.000
H 0.2032 -3.1136 13.2149 -0.37 0.21 -0.29 0.000
O -4.9091 -10.1125 10.1506 0.76 0.56 0.18 0.000
H -9.8691 -9.2195 11.0080 0.44 -0.07 0.06 0.000
O -5.6711 -10.2277 15.1955 -0.93 -0.73 0.56 0.002
O -0.7346 -4.3032 11.8398 -0.55 0.22 0.20 0.000
H -3.0390 -7.2594 10.5404 0.63 0.16 0.36 0.000
O -2.0479 -1.7091 12.0669 0.13 -0.12 0.03 0.000
H -1.7763 -9.8707 8.2244 0.12 -0.10 -0.08 0.000
C -3.1016 -6.2212 10.2181 -1.81 -0.42 -0.48 0.000
C -12.0458 -6.1818 14.1966 0.37 -1.04 0.16 0.007
H -6.6910 -9.7024 9.4105 -0.65 0.54 0.26 0.000
O -11.6788 -6.3944 12.8158 0.44 -0.26 0.60 0.004
H 0.4582 -2.3753 10.8602 -0.08 0.02 0.07 0.000
C -0.4589 -3.9756 13.2039 1.39 -0.50 0.52 0.000
C -5.8027 -9.2054 14.4095 2.79 1.31 -0.52 0.005
H -1.9412 -11.6200 7.8180 -0.49 0.36 -0.29 0.000
H -12.1810 -7.1373 14.7140 -0.94 -0.20 -0.62 0.000
H -6.4801 -11.3627 16.6825 0.42 -0.14 -0.37 0.000
H -11.2672 -5.8272 14.8783 0.15 1.22 -0.81 -0.001
O -8.8802 -2.4999 13.7623 0.25 0.12 0.82 0.005
O -6.7940 -8.5173 14.2320 -0.72 0.38 0.28 0.008
H 1.0997 -0.9619 10.0764 -0.23 0.26 -0.09 0.000
C -10.5991 -7.0889 12.5322 -0.42 0.95 -1.64 0.002
O -10.6228 -7.3566 11.2371 0.11 0.11 0.60 0.001
C -1.9167 -10.8749 8.6183 0.67 -0.62 -0.95 0.000
H -9.3072 -3.6885 12.1055 0.16 -0.04 0.26 0.001
C -7.1760 -5.3597 11.5034 0.35 0.25 1.24 0.010
H -4.0269 -5.7871 10.6138 0.15 -0.03 0.58 0.000
C -9.7926 -3.0047 12.8072 -0.06 -0.99 -0.89 0.002
O -3.0822 -10.9336 9.4128 0.04 0.02 0.69 0.000
H -12.9376 -5.5912 14.0324 -0.02 0.13 0.98 0.001
O -2.0259 -5.3590 10.4720 0.19 0.53 -0.55 0.000
C -4.3017 -1.5648 10.5206 -0.64 -0.22 1.72 0.000
H -4.5377 -6.9291 13.7085 -0.46 0.03 -0.17 0.000
H -5.1176 -7.7975 12.2513 -0.17 -0.05 0.23 0.000
H -6.6362 -3.0093 16.9489 -0.02 -0.66 -0.04 0.000
C -6.0254 -9.2219 10.1316 0.05 -0.87 -1.14 0.000
O -2.9955 -1.4675 10.0141 0.16 0.06 -0.60 0.000
H -5.4532 -4.0279 11.5392 -0.06 -0.06 0.21 -0.002
C -6.8050 -10.6287 15.9473 -1.05 -0.83 1.40 -0.001
O -8.2068 -2.4330 15.7777 -0.11 0.03 0.76 0.002
C -8.5820 -3.2310 14.8221 0.12 0.70 -0.59 0.001
H 0.1416 -4.7759 13.6405 -0.29 -0.17 0.10 0.000
C -1.4076 -5.4330 11.6537 0.07 -0.79 -0.52 0.000
O -1.4218 -6.4195 12.3434 -0.17 0.42 0.60 0.000
H -8.5987 -7.9193 11.1267 -0.10 -0.03 0.14 0.003
C -6.5195 -3.9856 11.3301 -0.65 -0.23 -0.92 -0.003
H -6.4171 -9.1980 11.1441 -0.10 -0.08 -0.07 0.000
C -9.5751 -8.2045 10.7402 -0.09 -0.47 -0.19 -0.001
H -6.6435 -3.6636 10.2910 0.12 -0.02 -0.08 -0.001
O -4.5597 -8.9674 13.9153 -1.58 -0.47 -0.06 0.000
H -10.5899 -3.5528 13.3106 -0.18 0.28 -0.13 0.000
O -6.9781 -5.7923 12.8157 -0.91 -1.02 2.41 -0.032
H -8.2545 -5.3295 11.2951 0.00 0.11 -0.47 -0.016
H -7.2873 -9.8836 16.5850 0.49 0.73 -0.44 0.001
C 0.3523 -1.2915 10.7931 0.64 -0.83 -0.29 0.000
H -6.6955 -6.0815 10.8296 -0.14 0.04 -0.33 0.015
H -7.6276 -11.0864 15.3987 0.40 0.06 -0.66 0.000
H -3.3712 -6.2709 9.1619 0.92 0.29 -0.24 0.000
```
Positions in Å, forces in eV/Å.

LUMO (alpha / beta) = -3.61 / -3.71 eV
Net charge = +1
2S+1 = 4
⟨S²⟩ = 3.7588
Relative energy (zero: lowest compared OMol25 entry of this formula, charge and spin) = 236.7 kJ/mol
Orbital gap (alpha / beta) = 7.47 / 7.61 eV
HOMO (alpha / beta) = -0.407 / -0.416 Ha
DFT total energy = -85987.3374 eV